Record 1
C22H35HgO3 | ωB97M-V/def2-TZVPD

Atoms and positions in Å:
O 0.61059 2.80323 -0.27732
C 1.70910 2.32975 -1.10328
C 0.89975 2.41382 -2.40108
H 2.01527 1.31689 -0.79967
H 2.56909 3.02343 -1.04608
C -0.20079 3.00291 -1.47303
H 0.67894 1.42630 -2.82599
H 1.28961 3.11759 -3.13463
C -1.49451 2.23422 -1.43077
H -1.33497 1.15839 -1.27648
H -2.05602 2.36847 -2.36566
H -2.12249 2.61158 -0.61626
C -0.46350 4.47906 -1.71239
H 0.46478 5.05937 -1.65838
H -1.14101 4.84782 -0.93246
H -0.94634 4.63415 -2.68977
Hg -1.23835 -1.81839 0.25594
C 0.61651 2.39150 4.06955
C 0.65286 1.14921 3.36540
C 1.46801 1.31058 2.21157
H 0.15805 0.22633 3.64795
C 1.98229 2.64684 2.23264
C 1.46521 3.30522 3.38422
H 1.67517 4.33491 3.66926
H 0.03764 2.60257 4.96758
H 1.65557 0.54187 1.46107
H 2.65656 3.09334 1.50864
C -2.52022 -1.32498 3.02306
C -2.45453 0.02302 2.58226
C -2.89864 0.09384 1.24587
H -2.16308 0.87226 3.20174
C -3.30848 -1.24011 0.83184
C -2.98832 -2.12805 1.95170
H -3.19711 -3.19733 1.98948
H -2.33022 -1.67787 4.04237
H -3.01916 1.00706 0.66991
H -3.96645 -1.48005 -0.00204
O -0.59049 -1.66904 -2.06710
C -1.24899 -1.05189 -3.20372
C -0.48639 -1.39600 -4.47918
H -1.28666 0.03933 -3.04533
H -2.28640 -1.41476 -3.24332
C 0.58482 -2.41571 -4.06066
H -0.02097 -0.50991 -4.92167
H -1.17283 -1.82681 -5.21015
C 0.47564 -2.54589 -2.54268
H 1.59392 -2.08358 -4.32818
H 0.40362 -3.38244 -4.53135
H 1.39394 -2.25135 -2.02703
H 0.22856 -3.56610 -2.22272
C 1.23281 -4.09179 2.33154
C 1.25696 -2.67022 1.79749
C 2.71104 -2.25335 1.71695
O 0.74087 -2.58145 0.49186
H 1.73233 -4.74704 1.60888
H 0.22495 -4.46958 2.50652
H 1.77409 -4.16375 3.28078
H 0.72331 -1.98191 2.48589
H 3.24071 -2.99291 1.10905
H 2.86595 -1.26489 1.27008
H 3.14840 -2.26771 2.71723

Force components x, y, z for each atom (eV/Å):
O -0.2 -0.1 -1.5
C 0.4 0.0 0.7
C -0.1 0.0 0.7
H 0.0 0.4 0.0
H -0.3 -0.4 0.0
C 0.3 0.1 -0.4
H 0.0 0.3 -0.1
H -0.1 -0.2 -0.2
C -0.4 -0.2 0.1
H 0.1 0.3 0.1
H 0.1 0.0 0.1
H 0.1 -0.1 0.0
C -0.2 0.2 0.1
H -0.1 -0.1 -0.1
H 0.1 0.0 -0.1
H 0.2 0.0 0.2
Hg 1.0 -0.4 0.8
C 0.4 -0.3 -0.4
C 0.3 0.7 -0.3
C 0.2 0.7 0.7
H -0.1 0.1 0.0
C -0.4 -0.6 0.7
C -0.1 -0.7 -0.5
H -0.1 -0.2 0.0
H 0.2 -0.1 -0.1
H 0.0 0.2 0.2
H -0.1 0.0 0.0
C -0.7 -0.5 -0.6
C -0.7 0.0 -0.6
C -0.2 0.0 1.2
H 0.2 -0.3 -0.4
C 1.4 0.0 -0.5
C -0.4 0.4 1.4
H 0.0 0.4 0.0
H 0.2 0.1 -0.6
H 0.1 -0.3 0.1
H 0.1 0.1 0.3
O 0.4 0.1 -1.9
C -0.4 0.4 0.5
C 0.1 -0.1 0.0
H 0.0 -0.5 0.1
H 0.2 0.0 0.1
C 0.1 0.0 0.1
H -0.2 -0.1 0.1
H 0.1 0.1 -0.1
C 0.0 0.0 0.7
H -0.3 -0.1 -0.1
H 0.1 0.1 0.0
H -0.2 0.0 0.0
H 0.1 0.2 -0.1
C -0.2 -0.3 0.1
C 0.1 0.7 0.1
C 0.4 0.2 0.1
O -1.3 0.2 -0.8
H -0.1 0.0 0.0
H -0.1 0.0 -0.1
H 0.0 0.1 -0.1
H 0.2 -0.3 -0.1
H 0.1 0.0 -0.1
H -0.2 -0.2 0.2
H 0.1 0.2 0.0

## Properties
Total charge: -1
E_tot (eV): -33694.67993

These are the natural (NBO) partial charges, in e, on atoms 1 to 2:
1. O -0.500
2. C -0.060

---

Record 2
C22H35N3O3 | ωB97M-V/def2-TZVPD

Atoms and positions in Å:
C 4.34387 2.14369 2.73830
C 4.63700 1.43695 1.46311
C 5.02662 1.89369 0.24057
C 5.14693 0.75268 -0.59198
C 4.81664 -0.32328 0.17753
O 4.51270 0.09073 1.43154
C 4.74341 -1.78834 -0.13282
N 3.47436 -2.32680 -0.58460
C 2.99952 -1.88374 -1.87702
C 2.17906 -0.58934 -1.84705
H 2.79945 0.24729 -1.52650
H 1.82361 -0.37651 -2.85528
C 1.00015 -0.71202 -0.87249
N 0.24709 0.54602 -0.89986
C -0.43304 0.92011 0.32821
C -0.97845 2.34043 0.18363
H -1.38457 2.68263 1.13849
H -0.14601 3.00001 -0.07127
C -2.00252 2.41409 -0.94833
C -3.27414 1.59442 -0.72522
O -3.83669 1.00323 -1.62544
N -3.79957 1.65672 0.52436
H -3.24070 2.04171 1.26809
C -4.86852 0.77341 0.91781
H -5.56962 1.30328 1.56823
C -4.32400 -0.47519 1.65000
H -3.94725 -0.18317 2.63662
C -5.37593 -1.58904 1.71016
H -5.16895 -2.24320 2.55702
C -5.15373 -2.33165 0.38549
H -5.90108 -2.04979 -0.35426
C -3.75221 -1.87511 -0.06586
H -3.05076 -2.70349 -0.18702
O -3.23438 -1.04389 0.96135
H -3.80585 -1.31251 -1.00571
H -5.19737 -3.41040 0.52097
H -6.38405 -1.19301 1.80923
H -5.37541 0.47362 -0.00155
C -1.30282 1.93221 -2.22029
C -0.70877 0.54499 -1.99652
H -0.19819 0.22911 -2.90782
H -1.52793 -0.16912 -1.80232
H -2.01898 1.88254 -3.04076
H -0.50592 2.62886 -2.48344
H -2.33243 3.45299 -1.08070
H 0.28513 0.91454 1.14874
H -1.25661 0.22649 0.57306
C 1.56979 -1.08450 0.49597
C 2.40246 -2.37040 0.38364
H 2.82529 -2.61941 1.35936
H 1.73605 -3.18883 0.08291
H 2.19337 -0.27217 0.86666
H 0.76679 -1.26666 1.21166
H 0.34924 -1.54741 -1.19663
H 3.85818 -1.76832 -2.54178
H 2.36740 -2.68783 -2.27522
H 5.47889 -2.00899 -0.91257
H 5.01973 -2.34275 0.76977
H 5.43982 0.73756 -1.62232
H 5.20751 2.91258 -0.03535
H 4.51433 3.20864 2.61288
H 4.98412 1.77022 3.53677
H 3.30797 1.98140 3.03581

Force components x, y, z for each atom (eV/Å):
C 0.0 -0.4 -0.1
C 0.1 0.8 -0.3
C -0.2 -0.1 0.5
C 0.0 -0.6 0.4
C 0.5 0.1 -0.9
O -0.1 -0.2 0.3
C -0.2 0.0 0.1
N 0.1 -0.1 0.1
C -0.1 0.1 -0.2
C -0.1 -0.3 0.0
H -0.1 0.0 0.0
H 0.0 0.0 -0.1
C 0.3 0.1 0.0
N 0.0 -0.1 0.1
C 0.1 0.2 0.2
C -0.1 -0.2 0.1
H 0.0 0.0 0.0
H 0.0 0.0 0.1
C 0.2 0.1 -0.3
C 0.1 0.5 0.2
O -0.1 -0.2 -0.3
N -0.1 0.1 0.4
H 0.1 0.0 -0.2
C 0.1 -0.3 0.1
H 0.0 -0.1 -0.1
C -0.4 0.3 0.1
H -0.1 0.0 -0.1
C 0.3 0.1 0.1
H 0.0 0.0 0.0
C 0.1 0.0 0.0
H 0.0 0.0 0.0
C 0.0 -0.3 -0.5
H -0.1 0.0 0.0
O 0.1 0.0 0.2
H 0.0 -0.1 0.1
H -0.1 0.0 0.0
H -0.1 0.0 0.1
H -0.1 0.1 0.1
C -0.2 -0.2 0.0
C 0.0 0.2 -0.2
H -0.1 0.0 0.0
H 0.1 0.0 0.0
H 0.0 0.0 0.0
H 0.0 0.0 0.0
H 0.0 -0.1 0.0
H -0.1 -0.1 0.0
H 0.1 0.0 0.1
C -0.1 -0.2 -0.2
C -0.1 0.1 0.1
H 0.0 -0.1 0.0
H 0.0 0.0 0.1
H 0.0 0.1 0.1
H 0.0 0.1 0.1
H 0.0 0.0 0.0
H 0.0 -0.1 -0.1
H 0.0 0.0 -0.1
H 0.0 0.1 0.1
H 0.1 0.0 -0.1
H 0.1 -0.1 -0.2
H 0.0 0.2 0.0
H 0.0 0.0 0.0
H 0.0 0.0 0.1
H -0.1 0.0 0.1

## Properties
E_tot (eV): -33994.87637
Structure (SMILES): Cc1ccc(CN2CCC(N3CCC(C(=O)NC[C@H]4CCCO4)CC3)CC2)o1
ΔE to the lowest compared entry with this formula, charge and spin (kcal/mol): 39.7

These are the natural (NBO) partial charges, in e, on atoms 1 to 2:
1. C -0.650
2. C 0.284

---

Record 3
C22H35N5O4S2 | ωB97M-V/def2-TZVPD

Atoms and positions in Å:
C -0.93344 -4.03082 1.01159
C 0.00648 -3.22489 0.16680
N 0.97681 -2.52077 0.59066
N 1.32140 -2.47566 1.90430
C 2.10676 -1.49703 2.39976
N 2.24888 -0.33028 1.69937
C 1.34609 0.21916 0.80005
C -0.00407 -0.10257 0.89111
C -0.88327 0.27724 -0.10125
C -0.46394 1.03875 -1.17203
C 0.85220 1.46623 -1.20956
C 1.77542 1.08807 -0.23169
N 3.11878 1.46036 -0.27284
C 3.65382 2.28294 0.80111
H 3.07240 2.15530 1.71407
C 3.61475 3.76987 0.41421
H 4.09765 4.37698 1.18139
O 4.31891 4.01084 -0.78031
C 3.75807 3.27958 -1.84800
H 4.37914 3.48866 -2.72040
C 3.75489 1.77634 -1.53701
H 3.27409 1.21404 -2.33670
H 4.79712 1.44558 -1.45516
H 2.73526 3.63933 -2.03908
H 2.56535 4.08888 0.30367
H 4.69548 1.99064 0.97719
H 1.17257 2.08913 -2.02972
H -1.16581 1.29682 -1.94706
S -2.54031 -0.36249 -0.05180
O -2.87217 -0.92825 -1.32910
O -2.68468 -1.21832 1.09800
N -3.45764 1.03947 0.12108
C -4.85923 0.85828 -0.21364
C -5.54288 2.22412 -0.16127
H -5.10275 2.87925 -0.92744
O -5.39956 2.81235 1.11135
C -4.04394 2.96936 1.45095
C -3.30611 1.62838 1.43602
H -2.24008 1.77204 1.62165
H -3.71865 0.96208 2.20699
H -4.02729 3.40709 2.45011
H -3.55614 3.65260 0.73908
H -6.61546 2.12585 -0.33284
H -5.34214 0.17565 0.50045
H -4.90330 0.42584 -1.21270
H -0.38650 -0.68277 1.71441
H 3.11479 0.15512 1.87646
S 2.89985 -1.70068 3.83391
H 1.09386 -3.23541 2.54197
C -0.27738 -3.17860 -1.30135
H -0.42111 -4.19904 -1.66776
H -1.23094 -2.65499 -1.42269
C 0.81325 -2.48752 -2.11547
H 0.97756 -1.48674 -1.71696
H 1.74201 -3.04667 -1.98623
C 0.47123 -2.40004 -3.60705
C -0.54359 -1.29250 -3.87965
H -0.08723 -0.32209 -3.69538
H -1.41671 -1.38391 -3.23933
H -0.87160 -1.32569 -4.91654
C 1.73935 -2.15177 -4.42309
H 1.50234 -2.06094 -5.48076
H 2.44611 -2.96917 -4.29977
H 2.22094 -1.23146 -4.09849
H 0.04114 -3.35700 -3.92320
H -1.42847 -4.79340 0.41795
H -1.69575 -3.35115 1.39905
H -0.43332 -4.50737 1.85414

Force components x, y, z for each atom (eV/Å):
C 0.1 0.1 0.2
C 0.0 -0.3 0.3
N 0.5 0.1 -0.8
N -0.6 -0.4 0.4
C 0.3 0.0 0.2
N 0.3 -0.2 -0.2
C -0.5 0.4 -0.5
C -0.1 0.3 0.1
C -0.4 -0.2 0.2
C 0.0 0.1 -0.1
C -0.2 -0.1 0.0
C -0.3 -0.3 0.2
N 0.1 -0.2 0.0
C 0.1 0.5 -0.1
H 0.0 -0.1 0.0
C -0.1 -0.2 0.4
H -0.1 0.0 0.0
O 0.1 0.0 0.0
C -0.1 -0.3 -0.1
H -0.1 0.0 0.0
C 0.1 0.3 -0.2
H 0.0 0.0 0.0
H 0.0 0.0 -0.1
H 0.1 0.0 0.0
H 0.1 0.0 0.0
H -0.1 0.0 0.1
H 0.0 0.1 0.0
H 0.0 0.1 -0.2
S -0.1 0.4 -0.1
O -0.1 0.2 -0.2
O 0.2 0.2 0.2
N 0.8 -0.7 -0.3
C -0.5 -0.1 -0.2
C 0.1 -0.3 -0.2
H -0.1 0.0 0.0
O -0.2 0.0 0.1
C 0.4 -0.1 0.0
C -0.1 0.4 0.5
H 0.0 0.1 0.2
H 0.1 0.1 0.0
H 0.1 0.0 -0.1
H 0.0 0.0 0.1
H 0.1 0.0 -0.1
H 0.0 0.1 -0.1
H -0.2 0.1 0.0
H 0.1 -0.1 0.1
H -0.2 -0.1 0.1
S 0.2 -0.1 0.4
H 0.1 0.2 -0.1
C 0.3 0.3 -0.2
H -0.1 0.0 0.0
H -0.1 -0.1 -0.1
C -0.3 -0.3 -0.2
H 0.1 0.1 0.0
H 0.1 0.1 0.1
C 0.2 0.2 0.1
C 0.0 -0.3 0.0
H 0.1 0.2 0.0
H -0.1 0.1 0.0
H -0.1 0.1 -0.1
C -0.3 -0.2 0.1
H 0.0 0.0 -0.1
H 0.1 -0.1 0.0
H 0.1 0.2 0.0
H 0.0 0.0 0.0
H 0.0 -0.1 0.0
H 0.0 -0.1 0.1
H 0.0 -0.1 0.0

## Properties
E_tot (eV): -60691.66925
Structure (SMILES): C/C(CCC(C)C)=N\NC(=S)Nc1cc(S(=O)(=O)N2CCOCC2)ccc1N1CCOCC1
ΔE to the lowest compared entry with this formula, charge and spin (kcal/mol): 60.4

These are the natural (NBO) partial charges, in e, on atoms 1 to 2:
1. C -0.704
2. C 0.316

---

> Which value of E_tot does entry 2 give?

-33994.87637 eV

---

> Which of these has the highest E_tot?

C22H35HgO3

---

> Among the records above, which one has the highest E_tot?

C22H35HgO3